Record 1
Formula: C43H39BiN9O8PS3
Source: the OMol25 dataset
Level of theory: wB97M-V/def2-TZVPD

Structure (XYZ):
```
104
C43H39BiN9O8PS3 wB97M-V/def2-TZVPD
Bi 12.783 13.283 11.313
O 14.201 14.427 14.172
S 12.999 13.801 14.709
O 12.953 13.028 15.936
O 12.342 12.966 13.571
C 11.645 14.952 14.950
C 11.136 15.105 16.270
C 9.856 15.529 16.450
C 9.068 15.946 15.390
C 9.619 16.060 14.143
C 10.927 15.628 13.906
S 11.557 16.140 12.283
O 10.873 17.369 11.937
O 13.015 16.140 12.396
O 11.221 14.942 11.340
H 11.779 14.867 17.135
H 9.430 15.433 17.450
H 8.014 16.173 15.483
H 9.121 16.520 13.302
N 12.954 7.685 11.146
P 12.973 8.956 9.922
C 12.778 7.918 8.469
C 11.829 8.202 7.474
C 11.612 7.296 6.447
C 12.270 6.062 6.403
C 13.253 5.818 7.346
C 13.558 6.715 8.369
C 14.661 9.523 9.681
C 15.734 8.836 10.262
C 17.054 9.201 9.938
C 17.346 10.162 8.999
C 16.278 10.884 8.492
C 14.951 10.580 8.769
C 12.813 8.067 12.494
C 12.203 7.122 13.393
C 11.785 7.627 14.600
C 11.949 9.007 14.864
C 12.781 9.770 14.069
N 13.246 9.278 12.900
H 12.416 6.851 10.880
H 11.331 9.187 7.453
H 10.904 7.617 5.683
H 11.962 5.259 5.732
H 13.807 4.886 7.255
H 14.221 6.435 9.196
H 15.591 8.012 11.010
H 17.860 8.683 10.512
H 18.340 10.294 8.559
H 16.435 11.720 7.806
H 14.156 11.149 8.270
H 12.038 6.084 13.043
H 11.235 6.955 15.282
H 11.471 9.467 15.732
H 13.143 10.747 14.363
C 6.478 8.538 10.003
C 6.789 9.649 10.967
N 5.995 10.237 11.825
N 6.722 11.154 12.488
C 8.030 11.193 12.066
S 9.190 12.077 12.840
N 8.046 10.243 11.055
N 9.072 9.751 10.272
H 5.400 8.552 9.832
H 6.708 7.560 10.445
H 7.039 8.708 9.099
H 6.310 11.822 13.137
H 9.949 10.076 10.691
H 9.044 10.269 9.391
N 16.238 14.783 11.734
C 16.230 13.703 12.623
C 17.140 13.779 13.724
C 17.362 12.646 14.495
C 16.664 11.464 14.177
C 15.751 11.524 13.127
N 15.502 12.622 12.372
C 15.692 14.978 10.455
C 16.403 15.705 9.453
C 15.811 15.819 8.185
C 14.601 15.149 7.914
C 13.972 14.513 8.942
N 14.507 14.381 10.171
H 16.925 15.453 12.003
H 17.622 14.707 13.973
H 18.048 12.725 15.342
H 16.733 10.567 14.746
H 15.213 10.602 12.867
H 17.352 16.172 9.668
H 16.245 16.490 7.433
H 14.157 15.123 6.934
H 12.983 14.055 8.738
O 11.072 11.484 7.494
C 10.641 12.173 8.436
O 11.140 12.361 9.621
C 9.373 12.949 8.142
C 8.658 13.584 9.150
C 7.524 14.337 8.806
C 7.130 14.509 7.473
C 7.884 13.899 6.458
C 8.980 13.133 6.798
H 9.034 13.543 10.166
H 6.882 14.707 9.599
H 6.271 15.131 7.244
H 7.533 13.988 5.403
H 9.578 12.625 6.061
```

**Max |F|**: 0.0456 hartree/bohr
**Orbital gap**: 6.59 eV
**HOMO energy**: -7.54 eV
**Total energy**: -122648.188 eV

Löwdin population analysis, charges in e, atoms 1 to 4:
1. Bi 2.09
2. O -0.33
3. S 0.54
4. O -0.29



Record 2
Formula: C43H39CdCl2FN5O4
Source: the OMol25 dataset
Level of theory: wB97M-V/def2-TZVPD

Structure (XYZ):
```
95
C43H39CdCl2FN5O4 wB97M-V/def2-TZVPD
Cd -0.486 0.847 0.673
N -1.692 -0.267 2.557
C -3.041 -0.575 2.401
C -3.882 -0.315 3.492
C -5.243 -0.534 3.444
C -5.800 -1.026 2.273
C -4.979 -1.267 1.186
C -3.594 -1.058 1.189
C -2.848 -1.278 -0.098
C -3.358 -2.246 -0.978
C -2.844 -2.446 -2.248
C -1.786 -1.659 -2.680
C -1.249 -0.733 -1.796
C -1.715 -0.534 -0.484
H -1.020 -0.991 2.302
H -1.426 0.016 3.494
H -3.423 0.065 4.397
H -5.860 -0.316 4.308
H -6.865 -1.205 2.192
H -5.464 -1.592 0.274
H -4.168 -2.897 -0.670
H -3.268 -3.214 -2.883
H -1.370 -1.786 -3.675
H -0.405 -0.139 -2.139
C 6.698 -2.653 2.156
C 5.628 -3.677 2.521
C 5.862 -5.046 1.895
C 5.735 -4.976 0.378
C 4.437 -4.319 -0.016
C 3.861 -4.560 -1.245
C 2.663 -3.942 -1.584
F 2.135 -4.208 -2.810
C 2.020 -3.083 -0.741
C 2.591 -2.816 0.508
C 1.911 -1.838 1.396
O 0.970 -1.196 0.937
C 2.460 -1.727 2.720
C 3.622 -2.373 2.985
N 4.302 -3.187 2.135
C 3.786 -3.442 0.876
C 1.835 -0.921 3.887
O 2.556 -0.828 4.898
O 0.662 -0.540 3.705
H 7.692 -3.027 2.414
H 6.527 -1.722 2.696
H 6.677 -2.427 1.089
H 5.602 -3.789 3.606
H 5.120 -5.743 2.293
H 6.848 -5.411 2.185
H 5.787 -5.975 -0.057
H 6.575 -4.412 -0.038
H 4.328 -5.235 -1.952
H 1.087 -2.595 -1.002
H 4.051 -2.222 3.971
C -3.785 4.223 -0.510
C -2.938 5.318 -0.387
C -1.767 5.185 0.333
C -1.457 3.955 0.923
N -2.281 2.911 0.801
C -3.403 3.041 0.100
C -0.200 3.749 1.690
C 0.290 4.810 2.455
C 1.446 4.662 3.205
C 2.114 3.446 3.185
C 1.622 2.394 2.422
C 0.462 2.509 1.653
H -4.715 4.284 -1.061
H -3.185 6.261 -0.859
H -1.070 6.009 0.415
H -4.019 2.148 0.034
H -0.256 5.747 2.495
H 1.808 5.480 3.814
H 3.009 3.306 3.781
H 2.149 1.444 2.456
N -0.226 2.949 -1.719
C -0.998 2.859 -2.573
N -1.942 2.782 -3.503
C -2.861 1.645 -3.492
C -4.176 2.104 -4.088
O -3.985 2.659 -5.383
C -3.131 3.789 -5.335
C -1.759 3.416 -4.801
H -2.987 1.295 -2.466
H -2.453 0.820 -4.087
H -4.634 2.853 -3.429
H -4.858 1.264 -4.203
H -3.572 4.562 -4.694
H -3.056 4.169 -6.353
H -1.136 4.301 -4.682
H -1.267 2.729 -5.500
Cl 2.283 0.306 -1.868
C 2.090 -0.512 -3.410
Cl 3.262 0.043 -4.628
H 1.100 -0.302 -3.795
H 2.241 -1.577 -3.273
```

**Max |F|**: 0.0115 hartree/bohr
**Net charge**: -1
**Orbital gap**: 7.21 eV
**HOMO energy**: -4.97 eV
**Total energy**: -93193.665 eV

Löwdin population analysis, charges in e, atoms 1 to 4:
1. Cd 1.36
2. N 0.04
3. C -0.25
4. C -0.04